<a>
C6H14O | ωB97M-V with the def2-TZVPD basis set

Values from the calculation:
lowest unoccupied orbital energy = 0.80 eV
Kohn-Sham gap = 9.3 eV
highest occupied orbital energy = -8.530 eV

Last column: Mulliken charge in e.
Positions of all 21 atoms, in Å:
C 2.43143 -1.29319 -0.84229  -0.582
O 1.13850 -1.12139 -0.50980  -0.189
C 0.81218 0.04711 0.02775  -1.001
C -0.68863 0.25236 0.22749  2.132
C -0.89044 1.74806 0.47838  -1.724
C -1.44309 -0.18244 -1.03367  -1.712
C -1.24132 -0.53986 1.43810  -1.660
H 2.49163 0.16568 -1.47067  0.182
H 2.53934 -2.26116 -1.34864  0.224
H 3.14687 -1.12586 -0.03159  0.275
H 1.81336 0.84293 -1.15220  0.097
H 1.46748 0.38807 0.83640  0.466
H -0.32904 2.07642 1.36198  0.391
H -1.94898 1.97319 0.64883  0.411
H -0.54133 2.32671 -0.38257  0.389
H -1.33176 -1.25688 -1.21290  0.354
H -1.05777 0.34906 -1.90951  0.379
H -2.51293 0.03629 -0.93450  0.424
H -1.12326 -1.62116 1.30447  0.358
H -2.31665 -0.33970 1.56086  0.404
H -0.74867 -0.25269 2.37475  0.381


<b>
C6H14O | ωB97M-V with the def2-TZVPD basis set

Values from the calculation:
lowest unoccupied orbital energy = 1.14 eV
Kohn-Sham gap = 11.0 eV
highest occupied orbital energy = -9.820 eV
SMILES = CCCCCOC

Last column: Mulliken charge in e.
Positions of all 21 atoms, in Å:
C 0.82321 3.24372 -0.09145  -1.317
C 0.43538 2.15359 0.90492  -0.285
C -0.32424 1.00801 0.22052  -0.707
C -0.08395 -0.39199 0.79868  -0.419
C -0.43237 -1.41784 -0.26308  -0.621
O -0.20492 -2.72488 0.19489  -0.315
C -0.40240 -3.64803 -0.84261  -0.713
H 1.27483 4.10818 0.40529  0.385
H -0.04641 3.59516 -0.66070  0.307
H 1.55203 2.85867 -0.81660  0.345
H 1.34864 1.75504 1.36744  0.304
H -0.16739 2.57442 1.71934  0.310
H -1.40243 1.22046 0.21297  0.287
H -0.01786 0.98237 -0.83266  0.383
H -0.66962 -0.57639 1.70810  0.253
H 0.97316 -0.51543 1.06713  0.285
H -1.48576 -1.30037 -0.57798  0.343
H 0.18860 -1.22444 -1.15681  0.331
H -1.43871 -3.61399 -1.21688  0.289
H -0.19122 -4.64458 -0.44982  0.253
H 0.27144 -3.44168 -1.69070  0.302


<c>
C6H14O | ωB97M-V with the def2-TZVPD basis set

Values from the calculation:
lowest unoccupied orbital energy = 0.86 eV
Kohn-Sham gap = 10.0 eV
highest occupied orbital energy = -9.190 eV
SMILES = C=C(C)CCC.O

Last column: Mulliken charge in e.
Positions of all 21 atoms, in Å:
C -0.61325 1.20306 0.96911  -1.111
C -0.90034 0.21262 0.13742  0.932
C -1.42297 0.40657 -1.25602  -1.315
C -0.64249 -1.21105 0.56524  -1.102
C 0.89609 -1.51687 0.64800  -0.198
C 1.25364 -2.89281 0.10459  -1.360
H -0.73897 2.24565 0.69365  0.337
H -0.31754 0.97172 1.98614  0.284
H -2.10185 -0.37197 -1.59158  0.383
H -2.12034 1.23900 -1.36812  0.382
H -0.58431 0.50606 -1.93059  0.241
H -1.06022 -2.05393 0.03322  0.493
H -1.03169 -1.36300 1.58016  0.411
H 1.26051 -1.40453 1.67241  0.297
H 1.43344 -0.77543 0.05558  0.288
H 1.00829 -3.72569 0.76999  0.334
H 2.32662 -2.92194 -0.09608  0.352
H 0.73688 -3.21783 -0.79778  0.375
O 0.95288 3.41071 -0.80948  -0.644
H 0.27526 3.21965 -1.45341  0.308
H 1.60473 2.73576 -0.63750  0.313


Quick one: most stable of them? <b>


<a>
C6H14O | ωB97M-V with the def2-TZVPD basis set

Values from the calculation:
lowest unoccupied orbital energy = 1.05 eV
Kohn-Sham gap = 11.1 eV
highest occupied orbital energy = -10.079 eV
SMILES = CC[C@@H](C)CCO

Last column: Mulliken charge in e.
Positions of all 21 atoms, in Å:
C -1.47917 -0.00750 1.96678  -1.268
C -0.97136 0.22312 0.54385  -0.416
C 0.43947 -0.34971 0.28464  0.519
C 0.44930 -1.86034 0.48817  -1.522
C 0.89275 -0.01610 -1.13474  -0.789
C 1.03286 1.45759 -1.46386  -0.699
O -0.16368 2.08907 -1.88428  -0.498
H -2.05366 0.84982 2.33818  0.358
H -0.69399 -0.25753 2.68655  0.332
H -2.21024 -0.81325 2.02509  0.291
H -1.64723 -0.23484 -0.17879  0.346
H -0.96906 1.28723 0.29796  0.336
H 1.13134 0.15151 0.96811  0.202
H -0.29056 -2.37767 -0.12171  0.340
H 0.27038 -2.10322 1.53637  0.367
H 1.43989 -2.26365 0.26648  0.432
H 0.26962 -0.50373 -1.89064  0.360
H 1.86947 -0.46822 -1.33549  0.372
H 1.35320 1.97328 -0.54896  0.293
H 1.83614 1.61413 -2.19544  0.314
H -0.50545 1.60999 -2.64829  0.330


<b>
C6H14O | ωB97M-V with the def2-TZVPD basis set

Values from the calculation:
lowest unoccupied orbital energy = 0.78 eV
Kohn-Sham gap = 8.9 eV
highest occupied orbital energy = -8.130 eV

Last column: Mulliken charge in e.
Positions of all 21 atoms, in Å:
C -2.69810 0.01597 1.04147  -0.593
O -1.46320 0.41715 0.71941  -0.188
C -0.59327 -0.48218 0.30115  -1.024
C 0.73434 0.07528 -0.18502  2.179
C 1.43873 -1.04784 -0.95127  -1.720
C 0.48883 1.27478 -1.10718  -1.702
C 1.63367 0.52105 0.99146  -1.665
H -2.72427 -0.89911 -0.35688  0.159
H -3.31742 0.87813 1.29221  0.222
H -2.76122 -0.83450 1.72269  0.283
H -1.91746 -1.14691 -0.72999  0.084
H -0.57604 -1.42312 0.85922  0.472
H 1.59870 -1.92190 -0.30775  0.394
H 2.41809 -0.71315 -1.31221  0.405
H 0.83717 -1.36112 -1.81052  0.390
H 0.00017 2.09345 -0.56867  0.354
H -0.15499 0.98916 -1.94556  0.381
H 1.43878 1.64896 -1.50690  0.421
H 1.16934 1.32773 1.57000  0.358
H 2.59399 0.89666 0.60995  0.407
H 1.85418 -0.30847 1.67439  0.382


Quick one: most stable of them? <a>


<a>
C6H14O | ωB97M-V with the def2-TZVPD basis set

Values from the calculation:
lowest unoccupied orbital energy = 0.90 eV
Kohn-Sham gap = 11.3 eV
highest occupied orbital energy = -10.407 eV
SMILES = CCCCCCO

Last column: Mulliken charge in e.
Positions of all 21 atoms, in Å:
C -1.85815 -1.57964 0.92184  -0.930
C -1.47302 -0.17392 1.46621  -0.724
C -0.18687 0.36521 0.62670  -0.516
C -0.30150 0.08152 -0.90513  -0.536
C 0.81953 0.96136 -1.56845  -0.397
C 2.11242 0.84215 -0.79535  -0.580
O 2.62617 -0.55910 -0.60031  -0.540
H -1.05681 -2.23589 1.10877  0.301
H -2.12042 -1.49837 -0.15651  0.260
H -2.78263 -1.93292 1.64483  0.286
H -2.19051 0.69028 1.41467  0.307
H -1.21036 -0.15140 2.49505  0.415
H 0.63825 -0.10680 1.11318  0.277
H -0.13971 1.54597 0.82314  0.212
H -1.26391 0.28470 -1.37516  0.363
H -0.03252 -1.06210 -1.09593  0.265
H 0.35701 2.07128 -1.38927  0.247
H 0.98131 0.68425 -2.66916  0.292
H 2.93482 1.36327 -1.25774  0.406
H 2.10467 1.43953 0.11823  0.280
H 2.04222 -1.02940 0.08038  0.310


<b>
C6H14O | ωB97M-V with the def2-TZVPD basis set

Values from the calculation:
lowest unoccupied orbital energy = 1.06 eV
Kohn-Sham gap = 11.2 eV
highest occupied orbital energy = -10.157 eV
SMILES = C1CCCC1.CO

Last column: Mulliken charge in e.
Positions of all 21 atoms, in Å:
C -0.12682 1.64776 -1.03215  -0.608
C 1.11592 2.04476 -0.23553  -0.628
C 1.09591 1.04441 0.91446  -0.579
C 0.83048 -0.28541 0.19683  -0.645
C -0.04687 0.10444 -1.06214  -0.767
H -0.16130 2.08874 -2.03414  0.332
H -1.02694 1.98348 -0.49652  0.256
H 2.00718 1.84885 -0.84793  0.246
H 1.13214 3.09220 0.07518  0.369
H 0.26552 1.27495 1.59758  0.237
H 2.01427 1.03313 1.50831  0.339
H 1.76901 -0.70490 -0.17533  0.318
H 0.43705 -1.01998 0.90405  0.350
H -1.05256 -0.33565 -1.16293  0.448
H 0.48294 -0.22208 -1.96339  0.366
C -1.45483 -2.62422 0.64725  -0.608
O -1.80689 -1.31932 1.06935  -0.548
H -0.90468 -2.64019 -0.30687  0.273
H -2.37684 -3.19967 0.51994  0.277
H -0.82527 -3.12191 1.40026  0.257
H -1.36741 -0.68939 0.48374  0.315


Quick one: most stable of them? <b>


<a>
C4H13NOS | ωB97M-V with the def2-TZVPD basis set

Values from the calculation:
lowest unoccupied orbital energy = 0.80 eV
Kohn-Sham gap = 9.5 eV
highest occupied orbital energy = -8.650 eV
SMILES = CN[C@H](C)CS.O

Last column: Mulliken charge in e.
Positions of all 20 atoms, in Å:
C 0.87753 -1.78358 1.40346  -0.979
N 0.78906 -0.64754 0.49535  -0.338
C -0.53636 -0.03783 0.43164  0.539
C -1.39440 -0.65814 -0.64948  -1.434
C -0.39615 1.47683 0.17925  -1.294
S -1.85730 2.41857 0.73291  -0.218
H 1.21527 -2.65849 0.85757  0.339
H 1.47152 -1.54681 2.29797  0.295
H -0.07343 -2.04123 1.89075  0.298
H 1.17376 -0.87456 -0.40586  0.299
H -1.03650 -0.13860 1.37968  0.460
H -2.43862 -0.39343 -0.49163  0.394
H -1.11723 -0.33630 -1.65495  0.312
H -1.40965 -1.74391 -0.60009  0.401
H 0.43891 1.84845 0.73824  0.400
H -0.16859 1.62263 -0.87067  0.406
H -2.27060 2.77249 -0.48905  0.129
O 2.02054 0.65302 -1.94536  -0.631
H 1.90796 0.93967 -1.02690  0.320
H 2.80428 1.12877 -2.27284  0.302


<b>
C4H13NOS | ωB97M-V with the def2-TZVPD basis set

Values from the calculation:
lowest unoccupied orbital energy = 0.74 eV
Kohn-Sham gap = 9.2 eV
highest occupied orbital energy = -8.439 eV
SMILES = CN[C@@H](C)CS.O

Last column: Mulliken charge in e.
Positions of all 20 atoms, in Å:
C 1.10581 0.32114 -1.94922  -0.952
N 0.87564 0.06025 -0.54360  -0.205
C -0.04766 -0.99273 -0.16923  0.376
C 0.50175 -1.82912 0.96742  -1.515
C -1.41534 -0.27336 0.09965  -0.865
S -2.67435 -1.53943 0.49492  -0.214
H 1.86295 -0.28610 -2.49763  0.288
H 1.33989 1.39113 -2.00736  0.299
H 0.24972 0.05501 -2.57253  0.305
H 1.63426 0.31143 0.06070  0.223
H -0.21452 -1.67737 -1.02678  0.343
H 0.16061 -2.86141 1.02589  0.353
H 0.21095 -1.37919 1.93924  0.310
H 1.55649 -2.00218 0.83515  0.456
H -1.50722 0.35268 -0.78863  0.403
H -1.19799 0.33452 0.97292  0.289
H -2.29770 -1.69541 1.76810  0.116
O -0.22496 4.00131 1.39582  -0.650
H 0.47699 4.52921 1.02205  0.315
H -0.39531 3.17960 0.97314  0.326


Quick one: most stable of them? <a>


<a>
C4H13NOS | ωB97M-V with the def2-TZVPD basis set

Values from the calculation:
lowest unoccupied orbital energy = 0.76 eV
Kohn-Sham gap = 9.8 eV
highest occupied orbital energy = -9.045 eV
SMILES = NCCCCS.O

Last column: Mulliken charge in e.
Positions of all 20 atoms, in Å:
N -1.52903 1.62182 -1.17457  -0.531
C -1.23565 1.38968 0.22473  -0.550
C 0.19933 0.77471 0.35503  -0.685
C 0.34990 -0.70970 0.02104  -0.481
C -0.67365 -1.66388 0.73781  -0.938
S -0.85414 -1.45893 2.53567  -0.220
H -0.96162 2.36350 -1.55114  0.210
H -2.49081 1.86095 -1.29233  0.204
H -1.93092 0.69131 0.65741  0.395
H -1.26008 2.27579 0.87097  0.257
H 0.55608 0.88695 1.38544  0.366
H 0.80211 1.44489 -0.26707  0.393
H 0.12985 -0.79178 -1.04894  0.351
H 1.34068 -1.09124 0.26241  0.304
H -1.64420 -1.39278 0.35206  0.396
H -0.41682 -2.66923 0.41877  0.412
H 0.16565 -2.20699 3.02986  0.121
O 2.99425 -0.38551 -2.22333  -0.621
H 3.76608 -0.90198 -1.90999  0.329
H 2.69298 -0.03758 -1.38382  0.289


<b>
C4H13NOS | ωB97M-V with the def2-TZVPD basis set

Values from the calculation:
lowest unoccupied orbital energy = -4.03 eV
Kohn-Sham gap = 4.5 eV
highest occupied orbital energy = -8.501 eV

Last column: Mulliken charge in e.
Positions of all 20 atoms, in Å:
C -0.62773 1.57347 1.40621  -1.396
C 0.12298 0.46390 0.67229  0.346
C -0.76709 -0.80221 0.50708  -0.905
C -1.29244 -0.89476 -0.93302  -0.463
S -1.81085 0.69641 -1.42393  -0.049
N 1.24998 0.04881 1.38723  -0.579
H -1.58081 1.62602 0.84025  0.301
H -0.13488 2.54046 1.35785  0.415
H -0.78162 1.28744 2.43130  0.395
H 1.10083 0.31027 -3.20677  0.173
H -0.13939 -1.65226 0.77331  0.433
H -1.57507 -0.80044 1.22270  0.361
H -0.45389 -1.21031 -1.56005  0.214
H -2.03188 -1.69532 -0.96672  0.454
H 0.43106 0.54482 -3.15771  -0.181
H 0.37923 0.74118 -0.37729  0.437
H 1.82069 0.87238 1.58021  0.309
H 2.59055 -1.72795 -0.61869  0.192
H 1.79362 -0.58358 0.69339  0.313
O 1.70670 -1.33833 -0.62763  -0.769


Quick one: most stable of them? <a>